Entry 1:
{
  "formula": "C21H70BN2O19",
  "method": "ωB97M-V/def2-TZVPD",
  "largest_force_ha_per_bohr": 0.103,
  "homo_ev": -11.57,
  "charge": 1,
  "gap_ev": 8.539,
  "total_energy_ev": -65456.475,
  "species": ["C", "C", "C", "O", "O", "C", "C", "N", "O", "C", "C", "C", "O", "O", "B", "N", "O", "H", "H", "H", "H", "H", "H", "H", "H", "H", "H", "H", "H", "H", "H", "H", "H", "H", "H", "C", "O", "H", "H", "H", "H", "C", "O", "H", "H", "H", "H", "C", "O", "H", "H", "H", "H", "C", "O", "H", "H", "H", "H", "C", "O", "H", "H", "H", "H", "C", "O", "H", "H", "H", "H", "C", "O", "H", "H", "H", "H", "C", "O", "H", "H", "H", "H", "C", "O", "H", "H", "H", "H", "C", "O", "H", "H", "H", "H", "C", "O", "H", "H", "H", "H", "C", "O", "H", "H", "H", "H", "C", "O", "H", "H", "H", "H"],
  "xyz": [[5.910, 0.947, 2.373], [5.405, 0.584, 0.874], [4.638, -0.830, 0.857], [5.366, -1.863, 0.699], [3.206, -0.944, 1.060], [2.754, -1.848, 0.027], [1.204, -1.886, -0.305], [0.349, -0.721, 0.072], [-0.840, -0.868, -0.631], [0.853, 0.648, -0.247], [0.562, 1.792, 0.833], [1.053, 3.203, 0.187], [1.963, 3.874, 0.747], [0.393, 3.671, -0.983], [-0.127, -0.920, 1.541], [0.698, -1.514, 2.617], [-1.500, -0.541, 1.856], [6.143, 2.077, 2.348], [6.867, 0.363, 2.628], [5.090, 0.786, 3.150], [4.801, 1.437, 0.390], [6.366, 0.429, 0.252], [3.069, -2.914, 0.351], [3.329, -1.672, -0.963], [0.763, -2.805, 0.249], [1.110, -2.177, -1.425], [-0.667, -0.927, -1.598], [1.974, 0.717, -0.501], [0.320, 0.990, -1.216], [1.187, 1.707, 1.799], [-0.559, 1.965, 1.053], [0.925, 3.444, -1.777], [0.340, -2.474, 2.782], [0.449, -1.006, 3.497], [-2.098, -1.319, 1.778], [1.422, -4.683, -3.381], [1.158, -3.328, -3.041], [2.140, -5.092, -2.670], [0.495, -5.259, -3.332], [1.841, -4.732, -4.388], [0.520, -2.992, -3.687], [5.341, -2.027, -3.329], [5.965, -2.612, -2.198], [5.802, -2.423, -4.234], [4.274, -2.270, -3.332], [5.477, -0.943, -3.297], [5.536, -2.238, -1.415], [5.596, 3.915, -1.498], [4.804, 3.207, -0.550], [6.646, 3.685, -1.319], [5.324, 3.601, -2.509], [5.436, 4.990, -1.384], [3.880, 3.427, -0.730], [7.891, 0.448, -2.846], [6.886, 1.336, -3.309], [7.409, -0.409, -2.374], [8.497, 0.105, -3.688], [8.523, 0.955, -2.113], [7.337, 2.085, -3.720], [-4.309, 1.433, 0.394], [-4.021, 0.247, -0.333], [-5.251, 1.847, 0.034], [-4.399, 1.199, 1.457], [-3.509, 2.163, 0.238], [-3.184, -0.098, 0.005], [9.564, -1.110, 1.355], [8.947, -0.616, 0.175], [10.182, -0.320, 1.785], [8.798, -1.403, 2.077], [10.195, -1.968, 1.111], [8.407, -1.333, -0.186], [0.857, 7.437, -0.046], [2.098, 7.174, 0.589], [0.755, 8.514, -0.187], [0.828, 6.942, -1.020], [0.037, 7.076, 0.581], [2.163, 6.217, 0.701], [-7.504, -1.011, 2.132], [-6.332, -0.255, 1.851], [-7.542, -1.220, 3.200], [-8.389, -0.438, 1.845], [-7.474, -1.953, 1.580], [-6.324, -0.084, 0.900], [-10.674, -3.168, 2.508], [-9.476, -3.049, 3.264], [-10.877, -2.216, 2.018], [-10.553, -3.946, 1.750], [-11.504, -3.417, 3.171], [-9.320, -3.903, 3.686], [-6.501, 4.359, 1.100], [-7.172, 5.598, 1.258], [-7.062, 3.743, 0.397], [-5.495, 4.532, 0.707], [-6.442, 3.845, 2.064], [-6.658, 6.124, 1.883], [-12.615, -2.471, -0.386], [-13.399, -3.135, 0.594], [-11.566, -2.724, -0.230], [-12.921, -2.797, -1.383], [-12.745, -1.390, -0.289], [-14.319, -2.893, 0.432], [0.313, 1.185, 5.841], [0.612, -0.001, 5.114], [-0.633, 1.590, 5.480], [0.223, 0.952, 6.904], [1.104, 1.922, 5.686], [1.451, -0.339, 5.452], [-1.177, -4.752, -6.398], [-1.164, -3.469, -5.784], [-0.218, -4.918, -6.889], [-1.332, -5.521, -5.637], [-1.976, -4.797, -7.141], [-2.023, -3.350, -5.359]],
  "forces_ev_per_a": [[-0.18, 0.65, -0.59], [-0.28, -0.42, 0.26], [3.55, -2.06, 0.16], [-3.75, 3.72, 0.40], [1.99, 0.46, -1.75], [0.72, -1.76, -0.76], [1.22, -2.53, 0.14], [0.55, 0.15, -0.58], [-1.72, -0.36, -0.81], [1.11, 3.14, -1.21], [0.02, 1.31, -0.24], [2.64, 1.55, 1.61], [-3.81, -2.72, -2.46], [1.10, -1.43, 1.26], [-2.38, -0.36, 3.70], [-1.15, 0.48, -1.26], [2.23, -0.95, -1.64], [-0.23, -1.85, 0.16], [-1.64, 0.85, -0.34], [1.18, 0.11, -1.01], [0.87, -1.50, 1.02], [-1.72, 0.06, 0.85], [-0.73, 1.63, -0.67], [-1.00, 0.02, 1.56], [0.49, 1.66, -0.82], [0.03, 0.86, 1.73], [0.37, 0.02, 0.67], [-1.62, -0.83, 0.74], [0.70, -0.80, 1.62], [-1.09, -0.11, -1.56], [1.70, -0.65, -0.30], [-0.31, 0.42, 0.62], [0.60, 0.47, -0.15], [0.15, -0.26, -0.57], [0.37, 0.79, 0.32], [-0.08, -0.21, -0.20], [-0.29, 0.56, 0.03], [-0.06, 0.14, -0.04], [0.12, -0.14, -0.05], [0.01, -0.17, 0.07], [0.18, -0.17, -0.06], [-0.03, 0.16, 0.25], [-0.06, -0.02, 0.22], [-0.01, 0.01, 0.13], [-0.09, 0.05, -0.24], [-0.14, 0.05, -0.32], [0.37, -0.27, 0.01], [-0.15, 0.16, -0.15], [-0.34, 0.02, -0.08], [-0.16, -0.07, 0.05], [0.21, 0.09, -0.05], [0.12, 0.01, -0.08], [0.25, 0.14, 0.25], [0.30, 0.18, 0.01], [-0.32, 0.30, -0.16], [0.04, 0.09, -0.06], [0.10, -0.17, 0.14], [0.10, -0.25, 0.05], [-0.18, -0.17, 0.06], [0.36, -0.03, 0.25], [0.14, -0.27, -0.24], [0.12, -0.08, -0.04], [-0.10, 0.23, 0.00], [-0.13, 0.20, 0.05], [-0.21, 0.10, -0.05], [-0.13, -0.16, -0.11], [-0.23, 0.07, -0.19], [-0.08, -0.02, -0.13], [0.15, -0.07, 0.16], [0.06, 0.00, 0.23], [0.11, 0.17, 0.03], [0.16, -0.26, 0.10], [0.12, -0.07, 0.04], [0.08, -0.11, 0.05], [-0.23, 0.09, -0.07], [-0.19, 0.09, -0.15], [0.07, 0.16, 0.02], [0.04, 0.01, -0.17], [0.18, 0.17, -0.12], [0.04, 0.05, -0.16], [-0.14, -0.17, 0.11], [-0.21, -0.06, 0.15], [0.11, -0.10, 0.23], [0.01, -0.25, 0.18], [0.24, -0.06, 0.13], [0.09, -0.06, 0.13], [-0.24, 0.05, -0.09], [-0.15, 0.04, -0.24], [0.00, 0.26, -0.05], [0.06, 0.26, 0.23], [0.01, 0.11, 0.02], [-0.02, 0.13, 0.06], [0.07, -0.23, -0.04], [0.10, -0.23, -0.11], [-0.22, -0.05, -0.16], [-0.34, 0.04, -0.03], [-0.08, -0.06, 0.12], [-0.14, -0.04, 0.03], [0.19, 0.14, -0.10], [0.18, 0.05, -0.18], [0.20, -0.13, 0.13], [0.08, 0.14, 0.17], [0.24, -0.30, -0.14], [0.09, -0.14, -0.01], [-0.06, 0.17, -0.02], [-0.11, 0.10, 0.10], [-0.20, 0.02, -0.10], [-0.21, -0.10, 0.05], [0.07, 0.31, 0.43], [-0.08, 0.13, 0.08], [0.02, -0.17, -0.17], [0.10, -0.18, -0.04], [0.18, 0.04, -0.19]],
  "lowdin_charge": [-0.076, -0.115, -0.311, 0.040, -0.070, -0.148, -0.051, -0.171, 0.034, -0.055, -0.023, -0.356, 0.083, 0.047, -0.458, 0.185, 0.104, 0.091, 0.082, 0.078, 0.087, 0.120, 0.162, 0.138, 0.165, 0.132, 0.160, 0.165, 0.163, 0.155, 0.150, 0.130, 0.115, 0.063, 0.136, -0.123, -0.166, 0.086, 0.081, 0.087, 0.072, -0.152, -0.129, 0.090, 0.063, 0.061, 0.024, -0.129, -0.156, 0.084, 0.073, 0.084, 0.049, -0.151, -0.144, 0.051, 0.088, 0.078, 0.080, -0.163, -0.125, 0.075, 0.077, 0.076, 0.034, -0.151, -0.144, 0.082, 0.070, 0.080, 0.070, -0.164, -0.127, 0.081, 0.070, 0.075, 0.037, -0.159, -0.149, 0.075, 0.081, 0.076, 0.054, -0.157, -0.139, 0.071, 0.079, 0.084, 0.082, -0.181, -0.121, 0.077, 0.071, 0.079, 0.078, -0.168, -0.130, 0.062, 0.078, 0.080, 0.080, -0.125, -0.153, 0.085, 0.086, 0.083, 0.095, -0.153, -0.141, 0.083, 0.075, 0.082, 0.079]
}

***

Entry 2:
{
  "formula": "C5H14",
  "method": "ωB97M-V/def2-TZVPD",
  "largest_force_ha_per_bohr": 0.079,
  "homo_ev": -11.01,
  "smiles": "CCC.CC",
  "relative_energy_kcal_mol": 28.7,
  "gap_ev": 12.163,
  "total_energy_ev": -5410.807,
  "species": ["C", "C", "C", "H", "H", "H", "H", "H", "H", "H", "H", "C", "C", "H", "H", "H", "H", "H", "H"],
  "xyz": [[-0.645, 1.120, -0.863], [-1.324, 2.006, 0.262], [-0.331, 2.062, 1.395], [0.457, 1.257, -0.941], [-1.039, 0.124, -0.726], [-1.095, 1.431, -1.817], [-2.255, 1.525, 0.742], [-1.549, 2.955, -0.265], [0.700, 1.797, 0.992], [-0.487, 1.307, 2.168], [-0.229, 3.065, 1.834], [0.690, -2.664, -0.970], [1.250, -2.062, 0.283], [1.470, -3.117, -1.552], [-0.227, -3.173, -0.838], [0.558, -1.789, -1.685], [0.991, -1.022, 0.462], [2.324, -2.134, 0.353], [0.742, -2.689, 1.166]],
  "forces_ev_per_a": [[-1.84, 0.95, -0.27], [-0.01, -1.24, -0.53], [2.22, 0.57, 0.06], [-0.91, -0.41, 0.29], [0.83, -0.72, 0.01], [0.32, -0.11, 0.02], [1.00, 0.82, -1.50], [-0.05, -0.25, 1.06], [-1.06, 0.56, 0.58], [-0.33, 0.22, 0.05], [-0.17, -0.40, 0.20], [1.09, 3.28, -2.14], [-1.46, -1.64, 2.94], [0.08, -1.41, 0.10], [-0.64, -0.76, -0.17], [-0.68, -0.83, 0.66], [-0.22, 0.06, -0.11], [0.31, -0.19, 0.13], [1.54, 1.50, -1.40]],
  "lowdin_charge": [-0.137, -0.304, -0.163, 0.077, 0.050, 0.059, 0.121, 0.096, 0.071, 0.067, 0.067, -0.187, -0.185, 0.054, 0.050, 0.075, 0.028, 0.052, 0.109]
}

***

Entry 3:
{
  "formula": "C6H16NO",
  "method": "ωB97M-V/def2-TZVPD",
  "largest_force_ha_per_bohr": 0.089,
  "homo_ev": -13.94,
  "charge": 1,
  "relative_energy_kcal_mol": 39.8,
  "gap_ev": 9.942,
  "total_energy_ev": -10011.589,
  "species": ["C", "C", "C", "C", "C", "C", "N", "O", "H", "H", "H", "H", "H", "H", "H", "H", "H", "H", "H", "H", "H", "H", "H", "H"],
  "xyz": [[-2.350, 1.327, -0.394], [-2.593, -0.816, 0.898], [2.317, -0.445, 1.474], [2.114, -1.076, -0.910], [-1.596, 0.302, 0.445], [2.190, -0.012, 0.029], [2.348, 1.231, -0.253], [-0.477, -0.150, -0.315], [-3.078, 2.038, 0.139], [-1.639, 1.884, -1.019], [-2.921, 0.733, -1.103], [-3.256, -0.517, 1.594], [-2.169, -1.743, 1.486], [-3.166, -1.121, 0.085], [1.765, -1.393, 1.715], [3.345, -0.584, 1.851], [1.774, 0.259, 2.044], [1.482, -1.876, -0.377], [1.732, -0.883, -1.925], [3.203, -1.544, -0.876], [-1.107, 0.746, 1.385], [2.492, 1.719, -1.179], [2.350, 1.926, 0.513], [-0.919, -0.505, -1.109]],
  "forces_ev_per_a": [[-0.59, 0.81, 0.21], [4.19, -1.87, 0.22], [-0.90, -1.12, 0.04], [0.67, -3.38, -0.35], [-0.18, 0.61, 2.77], [1.00, -0.03, 1.27], [0.21, 2.52, -0.21], [-0.77, -0.76, -0.58], [1.25, -1.20, -0.62], [-0.17, 0.22, 0.46], [-0.42, 0.09, -0.20], [-2.29, 1.90, 2.28], [-0.11, 1.63, -1.63], [-0.83, -0.92, -1.59], [0.60, 0.69, -0.77], [-0.31, 0.44, -0.51], [-0.16, 1.13, 1.05], [0.86, 1.09, -1.25], [0.52, 0.07, 0.50], [-1.99, 0.82, -0.45], [-0.82, -0.38, -1.29], [-0.62, -1.52, 1.05], [0.19, -0.77, -0.46], [0.69, -0.08, 0.07]],
  "lowdin_charge": [-0.060, -0.039, 0.008, -0.033, -0.468, -0.388, 0.244, -0.097, 0.122, 0.078, 0.074, 0.033, 0.126, 0.052, 0.119, 0.121, 0.075, 0.128, 0.109, 0.174, 0.153, 0.193, 0.165, 0.112]
}

***

Number 1: E_LUMO -0.112 Ha, molecular weight 665.6 g/mol. Number 2: E_LUMO 0.042 Ha, molecular weight 74.2 g/mol. Number 3: E_LUMO -0.147 Ha, molecular weight 118.2 g/mol.